Entry 1:
Entry from the Open Molecules 2025 dataset: C28H25F9N8OSTi as an isolated structure (wB97M-V/def2-TZVPD).

```
73
Properties=species:S:1:pos:R:3:mulliken_spin:R:1
Ti -0.502 0.424 0.020 0.97
C 2.576 -0.408 1.086 0.01
N 1.457 0.544 0.960 -0.02
C 1.598 1.689 1.578 0.01
C 0.489 2.541 1.717 0.03
C 0.299 3.726 2.429 0.00
C -1.063 4.014 2.358 0.00
C -1.646 2.997 1.603 0.01
N -0.727 2.100 1.201 -0.01
C 2.328 -1.416 2.186 0.01
C 1.889 -2.701 1.893 0.00
C 1.654 -3.615 2.913 0.00
C 1.861 -3.251 4.235 0.00
C 2.304 -1.969 4.537 0.00
C 2.534 -1.059 3.516 0.00
H 3.493 0.148 1.302 0.00
H 2.719 -0.939 0.148 0.00
H 2.553 1.966 2.022 0.00
H 1.064 4.288 2.941 0.00
H -1.573 4.854 2.797 0.00
H -2.684 2.891 1.331 0.00
H 1.746 -2.994 0.860 0.00
H 1.324 -4.617 2.671 0.00
H 1.692 -3.968 5.028 0.00
H 2.488 -1.686 5.565 0.00
H 2.899 -0.066 3.759 0.00
N -2.290 -0.715 -0.885 0.02
C -2.851 -1.724 -0.015 -0.06
C -3.861 -2.565 -0.376 0.00
C -4.371 -3.504 0.550 0.00
C -3.878 -3.561 1.821 0.00
C -2.840 -2.687 2.227 0.01
C -2.321 -2.639 3.543 0.01
C -1.359 -1.726 3.857 0.00
C -0.876 -0.871 2.851 0.03
N -1.311 -0.905 1.610 0.01
C -2.305 -1.792 1.288 0.04
H -3.007 -0.108 -1.269 0.00
H -1.818 -1.163 -1.669 0.00
H -4.280 -2.508 -1.373 0.00
H -5.169 -4.167 0.249 0.00
H -4.284 -4.262 2.538 0.00
H -2.710 -3.317 4.294 0.00
H -0.954 -1.652 4.855 0.00
H -0.110 -0.141 3.077 0.00
C 3.716 0.877 -4.778 0.00
C 2.730 -0.098 -4.265 0.00
N 2.206 -1.094 -4.912 0.00
N 1.395 -1.694 -4.005 0.00
C 1.393 -1.095 -2.810 -0.01
S 0.557 -1.640 -1.429 0.00
N 2.242 -0.064 -2.979 0.00
N 2.687 0.840 -2.008 0.00
H 3.988 0.601 -5.793 0.00
H 4.605 0.873 -4.146 0.00
H 3.305 1.887 -4.784 0.00
H 0.880 -2.522 -4.250 0.00
H 2.122 0.676 -1.179 -0.02
H 2.444 1.770 -2.340 0.00
F -2.882 2.347 -1.119 0.01
C -2.447 2.441 -2.380 0.03
F -2.997 1.406 -3.046 0.00
F -2.909 3.566 -2.905 0.00
C -0.890 2.344 -2.433 -0.03
O -0.429 1.381 -1.597 -0.07
C -0.468 1.985 -3.893 0.00
F -0.626 0.678 -4.112 0.00
F 0.835 2.263 -4.079 0.00
F -1.165 2.652 -4.806 0.00
C -0.268 3.724 -2.042 0.00
F -0.894 4.244 -0.988 0.00
F -0.330 4.602 -3.043 0.00
F 1.020 3.564 -1.708 0.00
```

Its spin multiplicity is 2. The LUMO energy (spin up / spin down) comes out at -3.2 / -3.2 eV. The HOMO energy (spin up / spin down) is -10.597 / -10.671 eV. Its net charge is +1.

***

Entry 2:
Entry from the Open Molecules 2025 dataset: a 2-piece molecular cluster, C11H18NO overall at a distorted geometry (wB97M-V/def2-TZVPD).

```
31
Properties=species:S:1:pos:R:3:lowdin_charge:R:1
C 3.329 2.614 -1.149 0.05
C 2.807 1.748 -1.798 -0.18
C 2.307 0.521 -2.474 -0.29
C 3.364 -0.617 -2.527 -0.21
O 3.034 -1.522 -1.331 -0.14
C 3.709 -1.219 -0.289 -0.48
N 4.093 -0.788 0.714 0.09
H 4.019 3.324 -0.768 0.00
H 1.976 0.761 -3.484 0.07
H 1.451 0.116 -1.928 0.07
H 4.342 -0.166 -2.336 0.02
C -3.079 -1.573 2.401 -0.12
C -3.027 -1.148 0.936 -0.28
C -1.635 -1.276 0.318 -0.23
C -0.558 -0.401 0.960 -0.22
C -0.860 1.097 0.964 -0.26
C -0.984 1.689 -0.436 -0.10
H -2.439 -0.949 3.025 0.06
H -4.097 -1.491 2.788 0.06
H -2.761 -2.612 2.515 0.07
H -3.393 -0.122 0.840 0.09
H -3.719 -1.774 0.365 0.10
H -1.701 -1.047 -0.749 0.10
H -1.314 -2.321 0.380 0.11
H 0.386 -0.571 0.434 0.11
H -0.386 -0.729 1.990 0.10
H -0.050 1.609 1.489 0.11
H -1.773 1.303 1.533 0.09
H -0.064 1.535 -1.004 0.05
H -1.167 2.764 -0.383 0.07
H -1.809 1.242 -0.996 0.06
```

The LUMO energy comes out at 3.1 eV. The HOMO energy is -2.403 eV. Its net charge is -1.

***

Entry 3:
Entry from the Open Molecules 2025 dataset: the molecule C5H5ClO at a distorted geometry (wB97M-V/def2-TZVPD).

```
12
Properties=species:S:1:pos:R:3:lowdin_charge:R:1
C -1.626 -1.407 -1.817 -0.02
C -0.692 -1.154 -0.964 -0.13
C 0.304 -0.933 -0.049 -0.01
C 1.144 0.110 1.093 -0.05
C 0.828 1.387 1.144 -0.81
O -0.107 1.971 0.381 0.01
Cl 1.653 2.472 2.255 0.67
H -1.484 -1.264 -2.877 0.06
H -2.576 -1.821 -1.512 0.06
H 0.901 -1.838 0.066 0.06
H 1.881 -0.418 1.652 0.07
H -0.224 2.896 0.627 0.09
```

The energy above the lowest of the compared OMol25 structures with the same formula, charge and spin comes out at 2.859 eV. The LUMO energy comes out at 0.7 eV. The HOMO energy is -8.759 eV. Its structure (SMILES) is C=C=C/C=C(\O)Cl. Its net charge is 0.

***

Entry 4:
Entry from the Open Molecules 2025 dataset: the molecule C16H23NO4S at a distorted geometry (wB97M-V/def2-TZVPD).

```
45
Properties=species:S:1:pos:R:3:lowdin_charge:R:1
C 2.245 5.788 -3.166 -0.06
C 1.130 4.851 -2.742 -0.22
O 1.552 4.149 -1.570 0.00
C 0.627 3.425 -0.936 -0.47
O -0.518 3.351 -1.299 0.12
C 1.219 2.753 0.293 -0.21
C 2.374 1.823 -0.107 -0.11
C 1.836 0.623 -0.885 -0.18
N 0.838 -0.100 -0.127 -0.23
S 1.451 -1.090 1.086 0.69
O 2.641 -1.699 0.567 -0.28
O 1.545 -0.421 2.358 -0.29
C 0.150 -2.311 1.175 -0.28
C -0.597 -2.455 2.327 -0.05
C -1.599 -3.409 2.370 -0.02
C -1.853 -4.219 1.269 -0.24
C -2.969 -5.223 1.302 -0.21
C -4.267 -4.589 0.795 -0.09
C -1.086 -4.055 0.118 -0.02
C -0.084 -3.104 0.068 -0.04
C -0.276 0.723 0.295 -0.18
C 0.162 1.967 1.072 -0.12
H 2.458 6.500 -2.374 0.08
H 1.947 6.328 -4.060 0.08
H 3.149 5.222 -3.376 0.08
H 0.210 5.399 -2.512 0.13
H 0.904 4.121 -3.527 0.13
H 1.618 3.558 0.920 0.16
H 2.860 1.456 0.799 0.12
H 3.105 2.366 -0.707 0.12
H 2.637 -0.085 -1.099 0.11
H 1.375 0.944 -1.825 0.14
H -0.377 -1.822 3.173 0.11
H -2.188 -3.530 3.268 0.12
H -2.717 -6.078 0.673 0.11
H -3.118 -5.579 2.322 0.11
H -4.543 -3.741 1.418 0.08
H -5.076 -5.315 0.818 0.07
H -4.143 -4.237 -0.226 0.07
H -1.276 -4.683 -0.740 0.12
H 0.527 -2.966 -0.809 0.12
H -0.921 0.097 0.916 0.12
H -0.830 1.021 -0.599 0.13
H -0.710 2.595 1.257 0.12
H 0.590 1.652 2.024 0.11
```

The energy above the lowest of the compared OMol25 structures with the same formula, charge and spin comes out at 0.386 eV. The LUMO energy comes out at 0.8 eV. The HOMO energy is -9.136 eV. Its structure (SMILES) is CCOC(=O)C1CCN(S(=O)(=O)c2ccc(CC)cc2)CC1. Its net charge is 0.

***

Entry 5:
Entry from the Open Molecules 2025 dataset: C30H45AlBrO2P2 as an isolated structure at a distorted geometry (wB97M-V/def2-TZVPD).

```
81
Properties=species:S:1:pos:R:3:lowdin_charge:R:1
Al -0.933 0.939 -1.266 0.10
C -0.664 -2.515 1.938 -0.11
C 0.626 -3.061 1.721 -0.13
C 0.874 -1.115 2.921 -0.11
C -0.511 -1.308 2.673 -0.10
C 1.572 -2.215 2.347 -0.13
C -1.963 -3.128 1.588 0.01
H -1.832 -3.970 0.897 0.08
H -2.639 -2.395 1.120 0.08
H -2.486 -3.527 2.474 0.12
C -1.602 -0.483 3.216 0.01
H -2.446 -0.444 2.520 0.09
H -1.264 0.540 3.404 0.08
H -1.964 -0.900 4.171 0.12
C 1.483 -0.050 3.736 -0.01
H 1.703 -0.387 4.763 0.12
H 0.814 0.811 3.813 0.07
H 2.429 0.295 3.296 0.07
C 3.012 -2.505 2.518 0.00
H 3.204 -3.035 3.466 0.12
H 3.601 -1.582 2.540 0.09
H 3.380 -3.143 1.704 0.09
C 0.918 -4.364 1.083 0.01
H 0.950 -5.175 1.826 0.12
H 1.892 -4.338 0.583 0.09
H 0.152 -4.621 0.344 0.09
C -1.838 1.688 -2.784 -0.25
C -2.596 0.387 -3.118 -0.41
C -1.891 -0.442 -4.197 -0.23
C -0.483 -0.843 -3.738 -0.18
C -0.005 -0.344 -2.352 -0.29
C 1.190 0.582 -2.594 -0.41
C 0.780 1.991 -3.224 -0.13
C -0.696 2.168 -3.698 -0.18
H -1.843 0.139 -5.126 0.11
H 0.209 -0.478 -4.513 0.12
H -2.477 -1.339 -4.451 0.10
H -0.788 1.815 -4.733 0.10
H -2.572 2.508 -2.685 0.11
H -3.626 0.630 -3.396 0.11
H -0.832 3.256 -3.765 0.12
H 1.013 2.806 -2.519 0.10
H 1.783 0.120 -3.402 0.09
H 1.465 2.133 -4.078 0.12
H -0.391 -1.943 -3.752 0.11
H 0.298 -1.184 -1.713 0.09
P -2.796 -0.846 -1.693 0.95
C -4.376 -0.673 -0.864 -0.28
C -2.435 -2.601 -2.030 -0.25
P 3.966 0.190 -1.935 0.91
C 2.180 0.645 -1.400 -0.34
C 4.061 -1.277 -0.829 -0.33
C 4.739 1.575 -0.998 -0.33
H -4.283 0.126 -0.105 0.04
H -4.625 -1.633 -0.372 0.04
H -5.140 -0.403 -1.615 0.05
H -2.222 -2.828 -3.087 0.04
H -3.276 -3.236 -1.703 0.05
H -1.548 -2.902 -1.441 0.03
H 4.219 2.484 -1.334 0.04
H 5.798 1.672 -1.268 0.03
H 4.641 1.456 0.088 0.02
H 2.192 1.647 -0.967 0.01
H 1.862 -0.022 -0.572 0.06
H 3.584 -1.064 0.135 0.00
H 5.079 -1.626 -0.650 0.04
H 3.505 -2.085 -1.331 0.04
Br 2.091 2.813 1.582 0.88
C 0.469 3.452 2.357 -0.56
C 0.457 4.226 3.508 -0.10
C -0.765 4.622 4.076 -0.04
C -1.995 4.274 3.468 -0.05
C -1.978 3.516 2.307 -0.01
C -0.767 3.086 1.781 -0.19
C -0.781 2.230 0.619 -0.46
O -0.246 2.566 -0.514 0.06
O -1.428 1.091 0.616 0.03
H 1.411 4.531 3.964 0.12
H -0.778 5.215 4.986 0.11
H -2.940 4.604 3.886 0.11
H -2.879 3.201 1.775 0.14
```

The energy above the lowest of the compared OMol25 structures with the same formula, charge and spin comes out at 0.000 eV. The LUMO energy (spin up / spin down) comes out at -5.9 / -5.8 eV. The HOMO energy (spin up / spin down) is -9.190 / -9.190 eV. Its net charge is +1.

***

Entry 6:
Entry from the Open Molecules 2025 dataset: a 10-piece molecular cluster, C33H61N5O15 overall at a distorted geometry (wB97M-V/def2-TZVPD).

```
114
Properties=species:S:1:pos:R:3:lowdin_charge:R:1
C -4.102 3.062 1.905 -0.01
O -3.014 3.167 0.958 0.00
C -3.118 2.379 -0.071 -0.64
O -3.959 1.537 -0.310 0.13
O -2.045 2.622 -0.816 0.01
C -1.875 1.792 -1.999 0.01
H -3.862 3.873 2.695 0.13
H -4.024 2.092 2.313 0.07
H -5.067 3.354 1.469 0.10
H -0.983 2.001 -2.502 0.08
H -2.662 1.995 -2.664 0.09
H -1.917 0.763 -1.801 0.06
C 2.330 3.262 4.961 -0.01
O 2.285 3.353 3.513 -0.04
C 1.112 3.756 2.961 -0.56
O 0.042 3.583 3.514 0.10
O 1.389 4.322 1.753 -0.03
C 0.331 4.642 0.811 0.00
H 2.753 4.160 5.345 0.09
H 2.903 2.359 5.180 0.11
H 1.339 3.226 5.339 0.06
H -0.634 4.604 1.273 0.07
H 0.367 3.927 -0.010 0.09
H 0.492 5.683 0.445 0.11
C -3.246 -1.888 0.138 0.00
O -4.277 -1.587 -0.785 -0.01
C -3.930 -1.415 -2.037 -0.65
O -2.876 -1.410 -2.544 0.14
O -5.028 -1.025 -2.746 -0.03
C -6.318 -0.840 -2.071 -0.01
H -2.312 -1.764 -0.345 0.06
H -3.493 -2.803 0.589 0.08
H -3.366 -1.155 0.958 0.10
H -6.198 -0.165 -1.233 0.09
H -6.699 -1.758 -1.706 0.07
H -6.863 -0.405 -2.892 0.09
C 3.389 3.704 -2.823 -0.05
O 4.268 3.521 -1.711 0.00
C 4.137 4.471 -0.743 -0.61
O 3.333 5.415 -0.785 0.07
O 4.878 4.116 0.222 0.04
C 4.737 4.912 1.405 0.00
H 3.696 3.047 -3.657 0.10
H 3.401 4.715 -3.185 0.08
H 2.362 3.560 -2.559 0.08
H 4.454 4.220 2.183 0.07
H 4.013 5.723 1.245 0.10
H 5.718 5.305 1.698 0.10
C 0.939 0.791 1.001 -0.08
O 0.892 0.781 -0.368 -0.03
C 0.500 -0.399 -0.899 -0.63
O 0.038 -1.382 -0.332 0.09
O 0.713 -0.290 -2.182 -0.02
C 0.383 -1.428 -3.082 0.02
H 1.513 -0.077 1.331 0.05
H -0.135 0.768 1.344 0.13
H 1.461 1.687 1.318 0.09
H 0.544 -2.402 -2.602 0.09
H 1.053 -1.323 -3.953 0.08
H -0.642 -1.231 -3.435 0.08
C 1.576 -5.061 3.597 -0.11
C 0.722 -3.994 2.972 -0.26
C 1.611 -3.028 2.223 -0.19
C 2.281 -2.072 3.101 -0.22
N 2.805 -1.309 3.757 0.17
H 2.262 -4.603 4.306 0.08
H 2.182 -5.509 2.818 0.08
H 1.139 -5.871 4.161 0.07
H 0.150 -3.432 3.766 0.12
H -0.034 -4.375 2.295 0.11
H 1.146 -2.402 1.422 0.10
H 2.385 -3.661 1.724 0.13
C -2.463 1.345 5.537 -0.11
C -1.724 0.176 4.916 -0.23
C -0.190 0.319 5.321 -0.16
C -0.062 0.141 6.802 -0.24
N 0.098 0.217 7.928 0.14
H -3.455 1.346 5.103 0.07
H -1.960 2.303 5.354 0.09
H -2.638 1.180 6.546 0.05
H -1.736 0.344 3.835 0.09
H -2.076 -0.804 5.230 0.11
H 0.176 1.345 5.047 0.10
H 0.457 -0.441 4.847 0.08
C -3.878 -2.943 -7.012 -0.13
C -5.104 -3.259 -6.211 -0.27
C -4.644 -3.622 -4.797 -0.21
C -5.750 -4.005 -3.925 -0.23
N -6.554 -4.502 -3.281 0.15
H -3.347 -1.948 -6.763 0.11
H -4.285 -2.838 -8.067 0.09
H -3.157 -3.758 -6.903 0.07
H -5.557 -4.245 -6.565 0.14
H -5.810 -2.449 -6.180 0.11
H -4.035 -2.855 -4.369 0.09
H -4.039 -4.480 -4.832 0.11
C 3.736 -2.995 -4.874 -0.11
C 4.752 -2.400 -3.884 -0.26
C 4.120 -1.915 -2.575 -0.21
C 3.346 -2.961 -1.917 -0.26
N 2.688 -3.763 -1.444 0.17
H 4.353 -3.469 -5.744 0.11
H 2.971 -2.289 -5.211 0.06
H 3.204 -3.717 -4.337 0.03
H 5.222 -1.644 -4.519 0.10
H 5.571 -3.089 -3.638 0.11
H 3.514 -1.012 -2.701 0.11
H 4.901 -1.546 -1.956 0.09
C 4.516 0.533 2.083 -0.04
C 3.882 -0.010 0.899 -0.21
N 3.442 -0.569 -0.018 0.22
H 5.622 0.422 1.937 0.12
H 4.171 0.103 2.971 0.01
H 4.379 1.568 2.204 0.05
```

The LUMO energy comes out at 0.5 eV. The HOMO energy is -10.910 eV. Its structure (SMILES) is COC(=O)OC.COC(=O)OC.COC(=O)OC.COC(=O)OC.COC(=O)OC.CCCC#N.CCCC#N.CCCC#N.CCCC#N.CC#N. Its net charge is 0.

***

Question: What is the formula in the fourth record?
Answer: C16H23NO4S